# C2H7N5O

An isolated molecule of C2H7N5O in a non-equilibrium geometry (ωB97M-V with the def2-TZVPD basis set, OMol25).

XYZ file:
```
15
Properties=species:S:1:pos:R:3:forces:R:3
C 0.581 -0.262 -0.707 4.3 2.4 -0.2
C -0.690 1.406 1.770 -3.1 -3.3 -0.5
H 1.123 -0.661 -3.327 -1.5 -1.8 3.1
H -0.528 -0.629 -2.947 1.9 -1.6 0.3
H 0.373 -2.313 -0.905 0.2 -3.2 0.9
H 0.049 -1.277 1.171 1.6 3.6 -1.6
H 1.211 0.930 2.570 -2.0 -1.3 -4.8
H -0.530 1.961 2.720 -0.6 0.4 -0.9
H -2.682 1.418 1.671 0.3 0.4 0.1
N 0.339 -1.262 -2.782 -1.6 0.9 -1.5
N 0.330 -1.471 -1.329 0.4 6.8 -3.5
N 0.620 -0.331 0.735 -1.9 -4.2 0.0
N 0.574 0.781 1.487 -0.2 2.8 4.1
N -1.877 0.988 1.226 5.1 1.3 1.6
O 1.106 0.722 -1.352 -3.0 -3.1 2.8
```
Forces are in eV/Å.

## Properties
LUMO	0.49	eV
F_max	0.1481	hartree/bohr
charge	0
HOMO level	-9.5	eV
calculated total energy	-11680.681	eV
energy above the lowest of the compared OMol25 structures with the same formula, charge and spin	436.8	kJ/mol

# C78H198N12O27

A cluster of 15 separate species, C78H198N12O27 in total in a non-equilibrium geometry (ωB97M-V with the def2-TZVPD basis set, OMol25).

XYZ file:
```
315
Properties=species:S:1:pos:R:3:forces:R:3
C -4.844 -2.073 -1.779 -0.2 -0.3 -0.9
C -5.441 -1.965 -3.211 1.4 -0.6 0.4
O -6.709 -2.527 -3.329 -1.4 -0.2 0.2
H -4.822 -3.100 -1.412 -0.3 -0.2 -0.2
H -5.451 -1.489 -1.088 0.2 0.1 0.0
H -3.797 -1.768 -1.776 -0.1 0.4 0.1
H -4.914 -2.568 -3.950 1.3 0.5 0.2
H -5.426 -0.931 -3.553 -0.2 0.1 0.1
H -6.532 -3.401 -3.685 -0.6 -0.1 0.2
C 2.816 -1.604 5.595 0.4 0.7 0.1
C 1.404 -1.873 5.957 -0.6 -0.6 0.1
O 0.572 -1.299 4.992 -0.3 -0.2 -1.4
H 3.102 -1.916 4.590 -0.4 -0.4 -0.1
H 3.456 -2.127 6.305 0.4 0.5 0.1
H 2.857 -0.516 5.560 1.0 0.1 0.4
H 1.080 -1.442 6.904 0.6 -0.2 0.5
H 1.299 -2.956 6.014 -0.6 -0.2 0.0
H -0.112 -0.747 5.377 -0.4 0.2 0.2
C 1.183 -4.425 3.052 -0.2 -0.6 0.6
C 0.292 -5.635 2.719 -0.5 1.9 -1.0
O 0.548 -6.690 3.562 0.7 -1.4 1.0
H 1.028 -4.156 4.097 -0.2 0.0 0.2
H 0.959 -3.519 2.488 0.0 -0.3 -0.3
H 2.236 -4.702 3.010 0.1 0.1 -0.4
H 0.373 -5.931 1.673 0.3 0.1 -0.2
H -0.750 -5.341 2.849 -0.2 0.3 -0.2
H 0.353 -7.504 3.092 0.0 -0.1 0.2
C -2.042 1.313 9.368 0.2 0.7 -0.7
O -1.069 2.350 9.560 -0.2 -0.6 1.5
C -0.316 2.837 8.487 0.3 -0.5 -1.0
C 0.615 1.828 7.827 -1.7 -2.4 0.9
N 1.043 2.153 6.532 -0.1 0.5 -1.3
C 1.999 3.195 6.515 1.2 0.0 0.2
C 2.630 3.299 5.161 -0.1 -0.6 0.3
O 3.326 2.060 4.846 -0.4 1.4 1.1
C 4.287 2.282 3.841 -0.6 -0.6 -0.1
H -1.610 0.375 9.018 0.1 0.0 0.0
H -2.806 1.641 8.663 0.1 0.1 -0.5
H -2.630 1.115 10.264 0.7 0.3 0.4
H 0.335 3.642 8.829 -0.6 0.3 0.4
H -0.984 3.165 7.691 -0.1 0.5 -0.2
H 0.020 0.937 7.622 -0.4 -0.3 0.5
H 1.386 1.459 8.503 0.5 0.4 0.3
H 1.490 1.356 6.102 -0.2 -0.3 -0.1
H 2.809 2.942 7.199 0.4 0.2 0.5
H 1.581 4.147 6.843 -0.1 0.1 -0.2
H 3.299 4.157 5.233 0.3 0.0 -0.7
H 1.807 3.420 4.456 0.2 0.3 -0.5
H 5.144 2.884 4.145 0.0 0.2 0.3
H 3.750 2.766 3.026 0.5 0.0 -0.5
H 4.621 1.277 3.582 0.2 0.2 -0.4
C -3.397 -5.784 8.432 0.4 -0.8 -0.7
O -2.554 -4.984 7.613 0.0 0.2 1.0
C -2.718 -5.148 6.198 0.2 1.5 1.2
C -1.816 -4.083 5.513 0.4 -0.9 -0.1
N -2.326 -2.742 5.361 -1.1 0.5 0.3
C -2.494 -1.999 6.619 0.8 1.1 -0.3
C -2.829 -0.514 6.267 -0.4 -1.6 0.7
O -1.707 0.086 5.640 -0.7 -0.4 0.2
C -2.004 1.336 5.041 1.0 -0.1 0.0
H -3.117 -6.824 8.261 0.2 -0.3 0.4
H -4.462 -5.807 8.202 -0.3 0.8 -0.5
H -3.317 -5.525 9.488 0.4 0.2 -0.2
H -3.781 -4.927 6.103 -0.1 -0.1 -1.2
H -2.475 -6.168 5.898 0.1 0.0 -0.1
H -1.495 -4.438 4.534 -0.6 -0.1 -0.3
H -0.834 -3.938 5.963 0.2 -0.9 1.1
H -1.537 -2.281 4.931 -0.1 0.4 -0.6
H -1.555 -1.980 7.171 0.7 0.1 0.2
H -3.133 -2.460 7.372 -0.7 0.0 -0.6
H -3.106 0.045 7.161 0.1 0.1 0.2
H -3.721 -0.548 5.642 0.1 0.3 -0.5
H -2.367 2.062 5.769 -0.2 0.0 0.1
H -2.682 1.243 4.192 -0.1 -0.1 0.1
H -1.018 1.657 4.704 -0.3 0.4 -0.1
C -0.597 -8.200 -6.158 0.9 -0.6 0.2
O -0.540 -7.601 -4.902 0.9 0.8 0.7
C -1.083 -6.299 -4.897 -1.1 -0.9 0.1
C -0.961 -5.577 -3.575 -0.5 -0.9 0.1
N -1.630 -6.247 -2.401 -0.3 1.7 -2.1
C -1.134 -5.726 -1.146 0.1 -0.5 1.1
C -1.316 -4.169 -0.929 1.5 -1.8 0.2
O -0.820 -3.790 0.380 -0.3 0.2 -1.4
C -0.907 -2.373 0.533 -0.5 -0.1 0.7
H 0.026 -7.711 -6.907 -0.1 0.6 -0.1
H -1.625 -8.282 -6.509 -0.1 -0.3 -0.1
H -0.067 -9.138 -5.996 -0.7 -0.4 -0.3
H -2.120 -6.496 -5.167 -0.7 0.6 0.2
H -0.727 -5.640 -5.689 0.7 -0.1 -0.2
H -1.440 -4.640 -3.859 -0.1 0.4 0.7
H 0.094 -5.376 -3.389 0.3 0.0 0.2
H -1.531 -7.246 -2.520 0.2 0.0 0.4
H -0.129 -6.127 -1.016 0.9 1.1 0.0
H -1.602 -6.269 -0.325 -0.8 0.2 0.1
H -2.364 -3.922 -1.101 -0.1 0.2 0.2
H -0.671 -3.683 -1.661 -0.2 0.3 -0.3
H -1.961 -2.095 0.546 -0.2 0.2 0.2
H -0.447 -1.715 -0.204 0.4 -0.6 -0.6
H -0.418 -2.104 1.470 -0.2 -0.1 0.1
C -5.437 2.879 4.657 -0.1 0.8 0.5
O -6.725 2.894 4.109 -0.7 -2.6 0.1
C -7.288 1.504 4.116 0.7 1.3 -1.2
C -6.665 0.671 2.946 -1.4 0.4 1.4
N -7.056 1.257 1.701 0.3 -1.3 -0.8
C -6.392 0.591 0.548 -0.8 2.6 -0.8
C -6.988 1.168 -0.756 -0.4 0.1 -1.0
O -6.982 2.589 -0.808 0.3 0.6 0.6
C -7.722 3.233 -1.853 -0.1 -1.4 0.6
H -5.153 3.932 4.676 0.5 -0.2 -0.2
H -4.726 2.242 4.131 0.1 0.2 -0.3
H -5.478 2.542 5.693 0.0 -0.2 0.3
H -8.347 1.725 3.986 0.0 -0.5 -0.3
H -7.149 0.982 5.063 0.3 0.3 0.2
H -7.087 -0.334 2.983 -0.1 -0.2 0.2
H -5.596 0.547 3.118 0.4 0.2 -0.1
H -6.879 2.251 1.745 0.2 0.0 -0.6
H -6.490 -0.490 0.460 -0.3 0.0 0.7
H -5.333 0.849 0.531 0.4 -0.3 0.1
H -7.990 0.813 -0.996 -0.5 -0.1 0.7
H -6.456 0.792 -1.630 0.7 -0.2 -0.1
H -8.773 2.946 -1.813 -0.3 -0.1 0.2
H -7.375 2.867 -2.819 0.3 0.5 -0.3
H -7.692 4.314 -1.718 0.5 -0.2 -0.1
C -0.882 9.828 -11.484 0.5 -0.7 -0.6
O -0.788 8.492 -11.020 0.2 0.1 0.0
C -0.610 8.400 -9.636 -0.5 0.0 0.8
C -0.608 6.956 -9.195 0.2 -0.7 -0.5
N -0.608 6.801 -7.735 0.8 0.2 -1.2
C -0.787 5.379 -7.393 -0.2 1.5 0.9
C -0.579 5.160 -5.878 -0.7 -0.5 -0.1
O -0.877 3.793 -5.656 0.4 -0.9 -0.4
C -0.612 3.207 -4.388 -0.1 0.6 -0.6
H -1.071 9.727 -12.553 -0.3 0.2 0.1
H 0.084 10.329 -11.411 0.1 0.2 0.3
H -1.659 10.405 -10.983 -0.1 0.0 0.1
H -1.446 8.906 -9.153 -0.4 0.1 0.2
H 0.262 8.913 -9.230 0.5 0.1 -0.4
H 0.204 6.412 -9.679 0.7 0.2 0.4
H -1.441 6.428 -9.660 -0.8 0.2 0.0
H -1.355 7.420 -7.453 -0.3 -0.4 0.8
H -0.004 4.828 -7.915 -0.1 -0.1 0.0
H -1.770 5.074 -7.751 -0.1 -0.6 0.2
H -1.244 5.680 -5.189 -0.4 0.8 -0.4
H 0.420 5.509 -5.619 0.4 -0.5 0.0
H -1.118 2.242 -4.362 0.0 0.0 -0.1
H -1.038 3.837 -3.606 0.2 0.1 0.4
H 0.455 3.030 -4.255 0.1 0.2 0.3
C -2.556 0.227 -6.296 0.7 0.5 -0.1
O -1.612 -0.849 -6.531 -1.6 0.9 0.3
C -2.285 -2.046 -6.863 1.2 -0.7 -1.2
C -2.687 -2.163 -8.368 -0.4 0.3 0.0
N -1.619 -2.520 -9.341 -0.3 -0.5 0.5
C -0.465 -1.672 -9.155 1.6 0.1 0.3
C 0.680 -1.721 -10.215 -1.1 -0.9 -0.9
O 0.245 -1.545 -11.561 0.3 -1.2 0.6
C -0.293 -0.324 -11.894 -0.3 0.2 -0.7
H -3.612 0.017 -6.465 0.1 -0.7 0.0
H -2.363 1.086 -6.939 0.4 -0.1 -0.2
H -2.447 0.599 -5.278 0.0 -0.2 0.2
H -3.080 -2.260 -6.149 -0.5 0.2 -0.3
H -1.559 -2.843 -6.699 0.2 -0.1 0.1
H -3.138 -1.235 -8.719 -0.1 0.5 0.4
H -3.518 -2.869 -8.390 0.2 -0.4 -0.3
H -1.970 -2.489 -10.288 -0.2 0.1 0.0
H 0.004 -2.108 -8.273 0.3 0.5 0.3
H -0.744 -0.651 -8.895 0.0 0.3 -0.1
H 1.085 -2.732 -10.248 0.0 -0.1 0.3
H 1.540 -1.063 -10.095 -0.3 0.4 0.9
H -1.231 -0.122 -11.376 -0.2 0.1 0.1
H -0.472 -0.467 -12.959 -0.3 0.7 -0.1
H 0.388 0.513 -11.738 0.2 0.2 0.1
C 7.512 0.362 -1.950 -1.3 0.4 0.4
O 6.600 1.486 -1.780 0.8 -1.3 0.0
C 5.279 1.156 -2.163 -0.2 0.9 0.6
C 4.356 2.305 -1.693 0.0 0.6 -1.8
N 2.967 2.186 -2.157 -0.5 -1.4 1.2
C 2.271 1.129 -1.357 -1.1 0.2 -1.0
C 0.989 0.527 -2.049 1.4 1.1 0.9
O 1.364 -0.043 -3.270 0.4 -0.3 -0.7
C 0.338 -0.714 -4.000 -0.3 0.5 1.1
H 8.506 0.696 -1.654 -0.1 -0.1 -0.4
H 7.418 -0.094 -2.936 0.5 0.6 -0.5
H 7.204 -0.487 -1.338 0.0 0.1 0.7
H 4.941 0.196 -1.772 0.2 -0.3 0.2
H 5.231 1.122 -3.252 -0.2 -0.2 -0.3
H 4.710 3.177 -2.242 0.4 0.3 0.3
H 4.395 2.576 -0.638 0.0 -0.5 0.1
H 2.939 1.922 -3.131 0.2 -0.1 -0.2
H 1.935 1.633 -0.451 0.0 -0.3 0.2
H 2.893 0.273 -1.095 0.3 0.1 0.1
H 0.286 1.354 -2.152 -0.4 0.1 -0.4
H 0.548 -0.187 -1.354 0.0 -0.3 0.0
H -0.590 -0.164 -3.844 -0.2 0.3 -0.5
H 0.124 -1.682 -3.547 0.2 -0.4 -0.1
H 0.590 -0.797 -5.057 0.1 0.1 0.3
C -0.884 9.531 -2.346 -0.5 -0.9 -1.2
O -0.368 8.389 -1.698 0.8 -0.3 0.0
C -0.063 7.307 -2.601 -1.1 -0.8 1.3
C 0.602 6.135 -1.838 -0.3 0.8 -0.2
N -0.273 5.600 -0.785 -0.2 0.4 -0.7
C 0.121 4.337 -0.180 -0.8 -0.2 -0.8
C 1.325 4.464 0.654 0.5 0.2 1.3
O 1.062 5.423 1.690 1.1 0.1 1.1
C 2.224 5.637 2.554 -0.1 0.2 -1.8
H -0.280 9.734 -3.230 0.3 0.4 0.0
H -1.010 10.436 -1.752 0.4 -0.5 0.5
H -1.863 9.265 -2.745 -0.4 0.2 0.0
H 0.438 7.602 -3.523 0.6 0.4 0.3
H -0.969 6.812 -2.950 -0.7 0.4 -0.1
H 1.569 6.484 -1.475 0.3 -0.2 0.1
H 0.722 5.378 -2.613 0.4 -0.3 0.1
H -0.330 6.292 -0.052 -0.2 0.1 0.1
H 0.293 3.571 -0.936 0.3 0.1 -0.4
H -0.710 3.887 0.365 0.0 0.5 0.3
H 2.138 4.788 0.006 0.5 0.0 0.2
H 1.544 3.530 1.171 0.3 -0.4 -0.3
H 1.983 5.992 3.556 -0.5 -0.2 -0.2
H 2.859 6.372 2.060 0.0 0.4 0.1
H 2.886 4.772 2.602 -0.4 -0.5 0.2
C 7.709 -7.944 -2.972 -0.2 -0.2 -0.3
O 6.470 -7.713 -2.365 -0.9 0.2 0.9
C 6.241 -8.100 -1.008 -0.5 -0.7 -0.1
C 4.741 -7.884 -0.657 1.7 1.4 0.0
N 4.539 -6.423 -0.576 0.4 -0.4 -0.6
C 3.138 -6.105 -0.463 0.2 0.1 1.0
C 2.833 -4.635 -0.632 -0.1 -1.0 0.3
O 2.633 -4.330 -1.991 -0.2 0.9 0.4
C 2.441 -2.913 -2.186 0.5 -1.3 -0.1
H 8.562 -7.512 -2.448 0.0 0.3 0.1
H 7.584 -7.514 -3.966 0.4 0.1 0.0
H 7.908 -9.005 -3.126 0.0 -0.3 0.2
H 6.892 -7.590 -0.297 0.0 0.7 -0.1
H 6.498 -9.141 -0.813 -0.1 -0.5 -0.5
H 4.555 -8.288 0.338 -0.1 -0.3 -0.1
H 4.071 -8.311 -1.403 0.1 -0.4 -0.1
H 4.855 -6.052 -1.460 0.3 0.1 -0.3
H 2.907 -6.312 0.582 -0.5 -0.3 0.1
H 2.542 -6.754 -1.104 -0.5 0.1 -0.2
H 3.653 -4.086 -0.170 0.4 0.3 -0.3
H 1.992 -4.443 0.034 -0.7 0.4 -0.4
H 1.430 -2.606 -1.916 -0.1 0.0 -0.1
H 2.669 -2.779 -3.244 -0.3 0.5 0.1
H 3.149 -2.381 -1.551 0.1 0.3 -0.2
C -7.073 5.019 1.667 0.5 0.5 -0.1
O -5.708 5.420 1.885 -0.2 -1.3 -0.1
C -4.809 4.455 1.317 2.0 1.7 -0.6
C -3.342 4.976 1.577 -1.5 0.3 1.2
N -2.979 4.750 2.980 0.6 0.2 0.0
C -1.618 5.258 3.239 -0.3 -1.4 1.5
C -1.409 5.384 4.781 -0.1 -1.3 -3.0
O -2.195 6.420 5.198 -0.5 1.6 1.8
C -1.850 6.654 6.565 0.3 0.2 -0.1
H -7.254 4.050 2.131 -0.3 0.3 0.2
H -7.321 4.964 0.607 0.3 -0.2 -0.3
H -7.714 5.815 2.045 0.1 -0.2 0.5
H -4.934 4.477 0.234 -0.3 -0.3 -0.2
H -4.854 3.427 1.675 -0.6 0.0 0.4
H -3.351 6.063 1.494 -0.1 0.2 -0.9
H -2.568 4.572 0.925 -0.3 -0.2 -0.1
H -3.619 5.287 3.548 -0.3 0.1 0.1
H -1.322 6.203 2.783 -0.3 0.1 -0.3
H -0.999 4.442 2.865 0.6 0.4 -0.1
H -0.348 5.538 4.978 0.2 0.0 0.2
H -1.782 4.461 5.223 0.4 -0.4 0.3
H -0.826 7.024 6.620 0.3 0.1 -0.1
H -1.845 5.707 7.106 -0.3 -0.1 0.2
H -2.458 7.401 7.073 -0.4 -0.2 -0.4
C 9.700 -8.146 1.507 -0.8 2.0 0.7
O 9.035 -6.842 1.618 -0.5 -1.0 -1.0
C 8.644 -6.553 2.940 0.6 1.4 0.3
C 7.801 -5.271 3.026 -0.5 -0.8 -0.9
N 6.503 -5.535 2.386 -0.4 0.7 0.0
C 5.770 -4.301 2.040 0.4 -0.6 -0.2
C 5.655 -3.301 3.158 -0.4 1.3 0.0
O 6.723 -2.355 3.190 0.9 0.4 0.2
C 6.554 -1.283 4.142 -0.8 -0.8 -1.0
H 10.620 -7.969 2.065 0.3 -0.9 0.0
H 9.885 -8.383 0.459 0.0 0.2 0.1
H 9.037 -8.882 1.961 0.3 -0.3 0.1
H 9.559 -6.311 3.482 0.2 -0.4 0.5
H 8.102 -7.365 3.425 0.0 -0.2 -0.1
H 8.282 -4.399 2.584 0.5 0.0 -0.2
H 7.642 -5.015 4.074 0.0 -0.2 0.1
H 6.671 -5.900 1.459 0.3 -0.7 0.0
H 4.785 -4.582 1.665 -0.2 -0.2 0.5
H 6.217 -3.888 1.136 0.3 0.8 0.1
H 5.536 -3.781 4.129 0.0 -0.2 0.2
H 4.767 -2.695 2.974 -0.5 -0.1 0.1
H 6.410 -1.706 5.136 0.3 0.3 0.2
H 5.671 -0.703 3.876 -0.6 -0.1 0.1
H 7.336 -0.529 4.058 0.5 -0.7 0.1
C -3.019 0.743 -2.010 0.1 1.4 0.1
O -2.475 0.673 -0.720 0.2 -2.3 0.3
C -2.524 1.837 0.054 0.3 0.4 -0.1
C -1.848 1.618 1.431 0.0 1.0 -1.7
N -0.422 1.414 1.204 -0.2 -0.2 0.6
C 0.242 0.988 2.439 1.6 0.7 -1.1
C 1.743 0.662 2.155 -1.1 -1.7 0.9
O 1.774 -0.443 1.233 0.9 0.2 0.6
C 2.913 -1.311 1.390 -0.9 -0.1 -1.3
H -2.707 1.711 -2.402 -0.1 0.3 -0.5
H -4.108 0.716 -2.006 -0.2 0.0 0.1
H -2.651 -0.011 -2.706 0.2 -0.3 0.5
H -3.537 2.235 0.115 -0.3 -0.1 0.3
H -1.966 2.557 -0.545 0.2 0.6 0.3
H -2.345 0.836 2.004 -0.1 -0.3 0.0
H -1.946 2.561 1.969 -0.3 0.0 0.3
H -0.320 0.715 0.482 0.2 -0.3 0.0
H -0.306 0.185 2.931 0.4 -0.5 0.1
H 0.274 1.817 3.147 -0.2 0.3 0.0
H 2.182 0.329 3.096 -0.1 -0.2 0.3
H 2.408 1.477 1.870 -0.5 0.3 -0.7
H 2.887 -1.905 0.477 0.1 -0.1 0.0
H 2.835 -2.035 2.202 -0.2 0.4 0.4
H 3.885 -0.818 1.379 0.0 0.4 0.3
```
Forces are in eV/Å.

## Properties
LUMO	0.40	eV
F_max	0.0630	hartree/bohr
charge	0
HOMO level	-8.5	eV
calculated total energy	-157239.608	eV
energy above the lowest of the compared OMol25 structures with the same formula, charge and spin	0.0	kJ/mol

# C17H21N7O3

An isolated molecule of C17H21N7O3 in a non-equilibrium geometry (ωB97M-V with the def2-TZVPD basis set, OMol25).

XYZ file:
```
48
Properties=species:S:1:pos:R:3:forces:R:3
C 4.156 1.412 -2.378 -0.4 0.2 0.2
C 3.494 2.140 -1.223 0.6 0.0 0.1
H 3.912 1.833 -0.258 -0.1 0.1 -0.2
H 3.614 3.225 -1.321 0.0 -0.1 0.1
O 2.097 1.838 -1.233 -0.1 0.0 -0.4
C 1.449 1.940 -0.076 0.0 0.0 0.2
O 1.939 2.287 0.965 -0.1 0.1 0.0
C 0.026 1.555 -0.260 -0.3 -1.2 -0.3
C -0.461 0.294 -0.544 0.1 0.7 0.2
N -1.817 0.473 -0.583 1.6 0.2 0.2
C -2.770 -0.474 -0.889 -1.3 -1.0 -0.4
N -2.437 -1.555 -1.547 0.5 0.8 0.1
O -3.537 -2.288 -1.694 0.1 -0.1 0.0
N -4.598 -1.694 -1.136 -0.6 0.8 0.5
C -4.194 -0.557 -0.613 1.1 -1.1 -0.8
N -5.064 0.248 0.053 -0.5 0.2 0.2
C -4.846 1.465 0.661 0.1 0.6 0.3
C -6.013 1.872 1.223 0.1 -0.1 0.0
C -6.991 0.875 0.959 0.0 -0.1 -0.1
C -6.387 -0.104 0.242 -0.4 -0.2 0.0
H -6.756 -1.026 -0.157 -0.1 -0.1 -0.1
H -8.017 0.896 1.269 -0.2 -0.1 0.0
H -6.168 2.782 1.767 0.1 0.2 0.1
H -3.891 1.947 0.614 0.0 0.0 0.0
N -2.100 1.771 -0.361 -1.2 0.2 -0.3
N -1.023 2.403 -0.163 0.6 0.5 0.2
C 0.278 -0.981 -0.708 0.1 -0.4 0.0
N 1.500 -0.928 0.068 -0.1 0.0 0.0
C 1.242 -1.076 1.491 0.1 0.2 0.3
C 2.513 -0.811 2.288 -0.1 -0.2 0.0
C 3.612 -1.774 1.854 0.0 0.2 -0.1
C 3.810 -1.653 0.348 -0.1 -0.3 0.0
C 2.489 -1.893 -0.376 0.3 0.1 -0.2
H 2.628 -1.770 -1.454 0.0 -0.1 0.0
H 2.151 -2.929 -0.191 0.0 0.0 0.0
H 4.164 -0.649 0.113 0.1 0.1 -0.1
H 4.552 -2.372 -0.004 0.0 0.0 0.0
H 4.542 -1.549 2.378 0.0 -0.1 0.0
H 3.322 -2.798 2.104 0.0 -0.1 0.0
H 2.301 -0.923 3.352 0.0 0.0 0.0
H 2.825 0.218 2.108 0.0 0.1 0.0
H 0.476 -0.353 1.782 0.0 -0.1 0.0
H 0.863 -2.092 1.716 0.0 0.1 0.0
H -0.372 -1.832 -0.435 0.2 0.1 -0.1
H 0.533 -1.098 -1.767 0.0 -0.1 0.1
H 3.710 1.724 -3.319 0.0 0.0 -0.1
H 5.217 1.642 -2.395 0.1 0.0 0.0
H 4.026 0.339 -2.270 0.0 -0.1 0.0
```
Forces are in eV/Å.

## Properties
LUMO	0.10	eV
F_max	0.0346	hartree/bohr
charge	0
HOMO level	-8.8	eV
calculated total energy	-34539.492	eV
energy above the lowest of the compared OMol25 structures with the same formula, charge and spin	453.8	kJ/mol